(1)
Formula: C4H14NO
Source: the OMol25 dataset
Level of theory: wB97M-V/def2-TZVPD

```
20
Properties=species:S:1:pos:R:3:forces:R:3
C -1.342 2.409 0.000 0.840 0.622 0.770
C -1.956 1.102 -0.586 1.540 0.043 1.040
C -0.905 0.062 -0.691 -6.269 -1.822 -3.100
C -1.317 -1.312 -0.188 1.740 1.119 0.237
N 3.970 -1.782 -0.006 0.613 -0.663 2.603
H -2.035 3.264 -0.047 0.095 -0.611 0.067
H -0.445 2.688 -0.557 -0.091 0.090 -0.084
H -2.353 1.328 -1.587 0.494 -0.047 -0.245
H -2.753 0.765 0.042 -0.448 -0.202 0.474
H 0.538 -0.007 0.584 1.250 -0.161 1.360
H -0.429 0.071 -1.687 1.491 0.424 0.960
H -0.511 -2.000 -0.307 0.369 -0.766 -0.219
H -1.616 -1.329 0.842 -0.412 0.193 0.623
H -2.202 -1.679 -0.768 0.409 0.740 -0.150
H -1.007 2.234 1.056 -0.582 0.229 -0.856
H 4.036 -2.802 -0.175 0.335 0.484 -0.662
H 4.786 -1.319 0.485 -0.557 -0.338 -1.229
H 3.067 -1.513 0.410 -0.371 0.583 -0.559
H 1.244 0.177 1.980 -0.161 0.751 0.810
O 1.229 -0.355 1.198 -0.284 -0.667 -1.839
```
Positions in Å, forces in eV/Å.

## Properties
- Total charge: +2
- Relative energy (zero: lowest compared OMol25 entry of this formula, charge and spin): 50.3 kcal per mole
- Multiplicity: 2
- Calculated total energy: -289.94931 Eh
- Kohn-Sham gap (alpha / beta): 8.92 / 7.19 eV

***

(2)
Formula: C4H14NO2
Source: the OMol25 dataset
Level of theory: wB97M-V/def2-TZVPD

```
21
Properties=species:S:1:pos:R:3:forces:R:3
C 1.102 0.078 0.220 2.077 -2.037 -0.617
C 1.850 1.194 1.012 -0.538 -1.568 -0.035
C 1.426 2.525 0.563 -1.439 2.136 -0.035
C 0.327 2.852 -0.140 0.125 -1.069 0.585
N 0.068 -0.730 0.960 -0.773 0.275 3.861
H 1.897 -0.624 0.032 0.234 -0.686 -0.049
H 0.732 0.208 -0.788 -0.400 0.856 0.127
H 2.960 1.067 1.114 -0.870 -0.078 -1.015
H 1.580 0.863 2.019 -0.254 1.144 0.583
H 1.953 3.411 0.897 0.455 -0.288 0.357
H -0.041 3.871 -0.214 0.471 -0.061 -0.256
H -0.339 2.094 -0.564 0.148 0.207 0.096
H -0.194 -1.727 0.909 0.543 0.207 -1.982
H -0.852 -0.296 1.016 -0.256 0.185 -1.014
H 0.209 -0.815 1.992 1.066 0.900 -0.427
H -0.749 -3.428 -2.150 0.212 0.056 0.429
H -1.865 -3.054 -3.032 -0.271 0.526 0.360
O -1.459 -2.778 -2.192 0.145 -0.605 -0.916
H -3.003 -0.977 0.165 -0.455 -0.196 -0.586
H -2.026 -1.800 -0.853 -0.686 0.088 -0.015
O -2.186 -1.458 0.048 0.465 0.007 0.548
```
Positions in Å, forces in eV/Å.

## Properties
- Total charge: +1
- Relative energy (zero: lowest compared OMol25 entry of this formula, charge and spin): 59.0 kcal per mole
- Multiplicity: 1
- Calculated total energy: -365.73670 Eh
- Kohn-Sham gap: 9.95 eV

***

(3)
Formula: C4H14NO2
Source: the OMol25 dataset
Level of theory: wB97M-V/def2-TZVPD

```
21
Properties=species:S:1:pos:R:3:forces:R:3
C -0.880 -0.502 1.156 -0.328 -1.115 0.176
O 1.388 -0.297 -1.658 -0.149 0.028 0.131
C -1.950 -0.123 0.348 -0.402 0.646 -0.100
C -1.795 0.914 -0.636 0.566 0.421 0.668
C -1.505 0.167 -1.989 0.126 -0.594 -1.369
N 2.544 -0.955 2.128 0.221 -0.547 0.152
H -1.054 -1.194 1.983 0.052 0.707 0.342
H 0.133 -0.180 0.938 0.352 -0.356 -0.418
H 2.249 -0.603 -1.971 -0.043 0.271 0.375
H -2.935 -0.563 0.494 0.180 -0.447 -0.214
H -2.672 1.543 -0.749 -0.042 0.047 -0.087
H -0.858 1.435 -0.408 -0.388 0.356 -0.267
H -2.362 -0.278 -2.489 -0.412 0.199 0.433
H -1.082 0.924 -2.662 -0.102 0.054 0.332
H -0.757 -0.609 -1.914 0.197 0.019 0.330
H 2.003 -0.283 1.619 0.008 0.232 -0.128
H 3.290 -0.619 2.714 -0.053 0.175 -0.019
H 2.059 -1.746 2.522 -0.033 0.092 -0.049
H 1.692 1.707 0.850 -0.235 0.001 0.310
H 1.451 0.205 -0.804 0.437 -0.496 -0.660
O 1.041 1.058 0.530 0.048 0.309 0.059
```
Positions in Å, forces in eV/Å.

## Properties
- Total charge: +1
- Relative energy (zero: lowest compared OMol25 entry of this formula, charge and spin): 210.8 kcal per mole
- Multiplicity: 1
- Calculated total energy: -365.49485 Eh
- Kohn-Sham gap: 3.89 eV

***

(4)
Formula: C4H14NO2
Source: the OMol25 dataset
Level of theory: wB97M-V/def2-TZVPD

```
21
Properties=species:S:1:pos:R:3:forces:R:3
C 2.460 -0.956 0.311 -1.467 -0.706 -1.061
C 1.183 -1.263 -0.515 -0.822 0.319 -0.535
C 0.221 -0.103 -0.759 0.083 -1.145 1.067
C -0.351 0.305 -1.871 0.800 1.685 -1.019
N -0.282 0.478 0.548 0.106 -0.088 -1.451
H 2.941 -1.927 0.256 0.872 0.277 0.146
H 2.980 -0.144 -0.200 0.382 -0.216 0.473
H 2.241 -0.787 1.357 0.124 0.385 0.239
H 1.463 -1.645 -1.494 0.224 0.236 -0.196
H 0.611 -2.112 -0.120 0.058 0.227 0.449
H -0.061 0.033 -2.880 0.216 -0.857 0.341
H -0.862 1.261 -1.959 -0.662 -0.379 0.668
H -0.522 1.481 0.401 0.046 0.059 0.277
H 0.426 0.335 1.259 0.060 0.227 0.285
H -1.125 -0.047 0.807 -0.156 -0.162 0.419
H -2.413 -2.260 1.450 -0.266 -0.589 0.047
H -2.841 -1.213 2.514 -0.437 -0.159 0.522
O -2.329 -1.354 1.726 0.841 0.895 -0.701
H -1.943 3.315 0.109 -0.999 0.427 -0.108
H -0.774 3.439 -0.913 -0.204 0.314 -0.156
O -1.021 3.166 -0.027 1.199 -0.750 0.295
```
Positions in Å, forces in eV/Å.

## Properties
- Total charge: +1
- Relative energy (zero: lowest compared OMol25 entry of this formula, charge and spin): 27.9 kcal per mole
- Multiplicity: 1
- Calculated total energy: -365.78625 Eh
- Kohn-Sham gap: 11.45 eV

***

(5)
Formula: C4H14NO3
Source: the OMol25 dataset
Level of theory: wB97M-V/def2-TZVPD

```
22
Properties=species:S:1:pos:R:3:forces:R:3
C -0.150 1.937 -0.272 -1.675 -0.833 0.218
N -0.415 1.373 1.045 1.794 0.922 1.462
C -1.530 0.448 1.163 0.914 -1.204 -0.276
C -1.443 -0.564 -0.008 -0.952 0.091 -1.517
C -0.136 -1.316 -0.035 0.687 -1.145 -4.404
O 0.990 -0.614 -0.397 1.056 1.323 -0.197
H -1.121 2.257 -0.577 -0.944 1.014 -0.515
H 0.105 1.255 -1.083 0.751 0.050 0.469
H 0.483 2.785 -0.175 0.717 0.601 -0.060
H 0.493 1.123 1.473 -1.273 -0.504 -0.430
H -2.445 1.065 1.152 -0.013 -0.445 0.064
H -1.501 -0.208 2.149 0.103 1.613 -1.746
H -2.254 -1.329 0.133 0.414 0.632 -0.477
H -1.444 -0.146 -1.157 -0.722 -0.537 3.014
H 0.094 -1.885 0.810 -0.094 -1.164 1.874
H -0.240 -2.025 -0.987 -0.461 0.334 2.032
H 2.401 -0.558 2.309 -5.247 2.927 6.420
H 2.387 -0.701 0.815 -0.053 -0.250 0.817
O 2.894 -0.838 1.681 4.938 -2.736 -7.430
H 0.874 -0.404 -1.800 -0.370 -1.997 -1.005
H 1.344 -0.848 -3.337 7.109 -0.362 -4.108
O 0.611 -0.808 -2.903 -6.679 1.669 5.794
```
Positions in Å, forces in eV/Å.

## Properties
- Total charge: -1
- Relative energy (zero: lowest compared OMol25 entry of this formula, charge and spin): 70.3 kcal per mole
- Multiplicity: 1
- Calculated total energy: -441.20680 Eh
- Kohn-Sham gap: 7.64 eV

***

(6)
Formula: C4H14NO3
Source: the OMol25 dataset
Level of theory: wB97M-V/def2-TZVPD

```
22
Properties=species:S:1:pos:R:3:forces:R:3
O 1.737 1.380 1.099 0.210 0.469 -0.979
C 0.951 0.781 1.905 0.280 -1.705 0.333
C -0.193 -0.051 1.341 -0.009 2.389 0.529
N 0.106 -0.594 -0.031 0.322 -1.865 0.586
C 0.944 -1.844 -0.079 0.767 0.283 -0.445
C -1.317 0.982 1.088 -0.737 -0.660 0.497
H 1.034 0.837 3.000 -0.035 -0.106 -0.207
H -0.516 -0.865 2.001 0.015 0.031 -0.278
H -0.776 -0.892 -0.472 -0.006 0.702 0.158
H 0.520 0.120 -0.630 0.355 0.401 0.438
H 2.025 -1.667 -0.155 -0.483 0.546 -0.158
H 0.585 -2.310 -0.991 0.346 -0.626 0.021
H 0.874 -2.498 0.791 -0.751 0.335 0.008
H -1.029 1.623 0.249 -0.227 -0.099 0.002
H -1.405 1.629 1.966 0.047 -0.207 -0.169
H -2.283 0.464 0.960 0.066 0.429 -0.424
H 2.929 2.180 -3.073 0.139 0.063 0.168
H 1.955 2.334 -1.877 0.253 -0.080 -0.187
O 2.015 2.066 -2.807 -0.431 -0.061 0.216
H -2.644 -2.016 -1.332 -0.272 -0.058 -0.168
H -3.064 -0.575 -1.747 0.133 -0.174 0.103
O -2.448 -1.085 -1.205 0.017 -0.007 -0.045
```
Positions in Å, forces in eV/Å.

## Properties
- Relative energy (zero: lowest compared OMol25 entry of this formula, charge and spin): 50.0 kcal per mole
- Multiplicity: 2
- Calculated total energy: -441.15114 Eh
- Kohn-Sham gap (alpha / beta): 3.67 / 7.31 eV

***

(7)
Formula: C4H14NO3
Source: the OMol25 dataset
Level of theory: wB97M-V/def2-TZVPD

```
22
Properties=species:S:1:pos:R:3:forces:R:3
C 0.623 -1.196 -0.347 0.008 -0.064 -0.213
O 0.664 -2.079 -1.465 0.240 -0.432 0.194
C -0.184 -0.001 -0.818 0.149 -0.070 -0.228
C -0.145 1.223 0.080 -0.192 -0.158 0.208
C -1.155 1.096 1.211 -0.200 0.079 -0.324
O -2.422 0.925 0.592 0.327 -0.019 -0.293
N 0.391 0.353 -2.182 -0.144 -0.041 0.098
H 1.629 -0.891 -0.050 0.020 0.012 0.088
H 0.130 -1.661 0.504 -0.020 0.069 0.125
H 1.131 -2.897 -1.224 -0.246 0.370 -0.170
H -1.205 -0.310 -1.034 -0.078 0.065 0.106
H -0.402 2.101 -0.518 -0.019 0.090 0.098
H 0.837 1.361 0.531 0.143 -0.007 -0.162
H -1.132 2.008 1.808 0.063 -0.004 0.100
H -0.910 0.245 1.848 0.058 -0.005 0.079
H -3.105 0.904 1.255 -0.363 -0.005 0.323
H 1.307 0.772 -2.075 0.343 0.193 -0.022
H 0.503 -0.513 -2.716 -0.004 -0.163 -0.011
H -0.202 1.002 -2.693 -0.098 0.079 -0.004
H 2.572 0.234 2.725 -0.309 -0.196 0.029
H 1.457 -0.672 3.268 0.052 -0.041 0.178
O 1.731 -0.185 2.488 0.272 0.249 -0.199
```
Positions in Å, forces in eV/Å.

## Properties
- Total charge: +1
- Relative energy (zero: lowest compared OMol25 entry of this formula, charge and spin): 10.2 kcal per mole
- Multiplicity: 1
- Calculated total energy: -441.04219 Eh
- Kohn-Sham gap: 10.86 eV

***

(8)
Formula: C4H14NOS
Source: the OMol25 dataset
Level of theory: wB97M-V/def2-TZVPD

```
21
Properties=species:S:1:pos:R:3:forces:R:3
C -0.613 -1.547 1.652 0.267 -1.616 -0.288
C -0.172 -0.570 0.605 -1.200 1.038 -1.431
C -0.316 -1.056 -0.860 3.232 -1.175 1.304
C 0.779 -0.428 -1.765 -0.892 -1.054 -1.188
S 2.545 -0.612 -1.325 0.954 -0.105 -0.018
N -1.049 0.719 0.741 -0.576 -0.445 -0.327
H 0.097 -1.519 2.497 -0.588 -0.473 -0.271
H -0.791 -2.584 1.207 0.970 1.231 0.729
H -1.609 -1.336 1.972 -0.700 0.480 0.646
H 0.849 -0.196 0.701 -0.182 -0.216 0.369
H 0.001 -2.123 -0.766 -0.168 0.622 -0.158
H -1.292 -1.144 -1.268 -1.065 0.598 -0.368
H 0.510 0.546 -2.215 0.357 -0.155 0.692
H 0.860 -1.126 -2.647 -0.382 0.839 0.593
H 2.903 -0.559 0.005 -1.177 0.330 -0.487
H -1.298 0.975 1.694 0.514 0.013 0.299
H -1.968 0.583 0.303 0.318 -0.228 -0.105
H -0.633 1.522 0.264 0.365 0.541 -0.142
H 0.644 3.538 -1.047 0.307 0.271 0.310
H 0.446 3.630 0.540 0.468 0.459 -0.370
O 0.108 3.287 -0.290 -0.824 -0.955 0.212
```
Positions in Å, forces in eV/Å.

## Properties
- Total charge: +1
- Relative energy (zero: lowest compared OMol25 entry of this formula, charge and spin): 31.8 kcal per mole
- Multiplicity: 1
- Calculated total energy: -688.71208 Eh
- Kohn-Sham gap: 9.21 eV